Entry 1:
{
  "formula": "C24H48O24",
  "method": "ωB97M-V/def2-TZVPD",
  "elements": ["O", "O", "O", "O", "O", "O", "O", "O", "O", "O", "O", "O", "O", "O", "O", "O", "O", "O", "O", "O", "O", "O", "O", "O", "C", "C", "C", "C", "C", "C", "C", "C", "C", "C", "C", "C", "C", "C", "C", "C", "C", "C", "C", "C", "C", "C", "C", "C", "H", "H", "H", "H", "H", "H", "H", "H", "H", "H", "H", "H", "H", "H", "H", "H", "H", "H", "H", "H", "H", "H", "H", "H", "H", "H", "H", "H", "H", "H", "H", "H", "H", "H", "H", "H", "H", "H", "H", "H", "H", "H", "H", "H", "H", "H", "H", "H"],
  "xyz": [[-2.19083, 4.50046, -1.86941], [1.66861, -4.60112, -1.51415], [1.23451, 2.14162, 3.89143], [0.83185, -6.18734, -0.29418], [-2.58832, 3.54267, -6.07576], [1.18880, 3.39098, 1.96121], [-2.71945, 0.88701, 2.09584], [-4.15146, 1.08039, 0.34414], [-0.84304, -4.24007, 5.08939], [-0.77451, -0.99108, -0.39386], [-2.82645, 2.64270, 0.67578], [7.55967, -2.75850, 4.08552], [0.96400, 0.11623, 0.59404], [-1.43638, -5.14415, 3.07340], [2.88829, 1.95059, 2.49070], [-4.36292, 4.58461, -2.71189], [-0.95332, 2.12049, -6.78530], [-1.96581, 3.36532, -8.30580], [7.16563, -1.69278, 2.09289], [1.65752, -4.32477, 0.77549], [-0.21822, -6.38364, 4.36711], [5.45385, -2.12948, 3.51262], [-0.00202, 1.01858, -1.18894], [-3.46546, 6.39134, -1.67207], [1.37904, -4.95105, -0.22694], [-0.84381, -5.16242, 4.28247], [-2.77939, 4.52989, -8.67684], [-3.20717, 1.50109, 1.14336], [-3.25208, 5.11209, -2.10301], [-4.15468, 3.25588, -3.21602], [1.01489, -0.84145, 1.64840], [0.74848, -6.94361, 0.88341], [-1.05393, 1.16224, -2.12370], [-4.74369, 6.97314, -1.64054], [4.47229, -1.85877, 2.44371], [-1.90137, -3.86839, 2.53222], [-1.75148, 3.34332, 1.26613], [-1.93353, 3.01322, -6.97173], [0.70409, -6.56727, 5.39538], [-4.46791, -0.26315, 0.25573], [1.69007, 2.54585, 2.73114], [3.58629, 2.20835, 1.26228], [6.79501, -2.22191, 3.26099], [-0.72374, 1.66885, -5.44990], [0.02927, -0.06878, -0.34956], [1.91723, -3.26306, -1.84585], [-0.07102, 2.40914, 4.33002], [8.51232, -1.87150, 1.60567], [-3.61907, -0.92471, 0.08281], [-0.25618, 3.47776, 4.22108], [1.00501, -1.82320, 1.17495], [-3.71766, 4.64860, -8.13493], [4.57214, -0.83904, 2.07185], [-0.14640, 2.07954, 5.36625], [0.48866, -7.95418, 0.56823], [-0.87527, 2.70041, 1.18233], [-2.02327, 0.80662, -1.77439], [-0.78481, 0.71167, -3.07903], [-2.15728, 5.42325, -8.62221], [8.69041, -1.20731, 0.75995], [4.60779, -2.48122, 1.55924], [-5.27734, -0.54410, -0.41806], [3.14232, 2.73605, 0.41817], [-1.76906, 3.61664, 2.32115], [-1.58348, 4.25224, 0.68844], [0.29265, -6.34732, 6.38049], [1.70626, -6.96871, 1.40314], [4.43115, 2.83073, 1.55714], [1.04548, -2.78139, -2.28873], [3.96436, 1.24166, 0.92961], [8.67879, -2.91041, 1.32096], [-2.78891, -3.52135, 3.06129], [-4.94362, 2.83785, -3.84126], [9.31700, -1.43586, 2.19796], [-0.48648, 2.44435, -4.72161], [1.58258, -5.94438, 5.22687], [-0.69145, 1.88629, 3.60215], [-3.27345, 3.21797, -3.85642], [-4.02484, 2.41435, -2.53553], [-5.27732, 6.77000, -0.71205], [-1.44662, 0.99290, -4.99313], [-2.98659, 4.44624, -9.74369], [-5.38422, 6.83201, -2.51112], [-4.87396, -0.58966, 1.21314], [-2.12440, -3.95913, 1.46915], [-1.24230, 2.22478, -2.27742], [0.22062, 1.12608, -5.49117], [1.93782, -0.71239, 2.21380], [2.69410, -3.26189, -2.61041], [0.15712, -0.78822, 2.31884], [2.10327, -2.59023, -1.00872], [-1.10034, -3.12950, 2.55492], [3.53985, -2.10095, 2.95362], [-4.55315, 8.03755, -1.77777], [1.06210, -7.59190, 5.29499], [0.08829, -6.47019, 1.61012]],
  "atomic_forces_ev_per_a": [[-3.20, 2.08, -1.07], [-0.80, -0.81, 1.19], [1.98, -0.89, 0.32], [0.57, 1.54, -1.01], [0.86, -1.18, -1.76], [0.87, -2.15, 2.15], [-0.79, 0.89, -1.32], [-1.25, 0.49, -1.81], [0.26, -2.05, -1.26], [1.35, 1.01, -0.06], [-0.49, 1.93, -0.14], [-2.10, 1.64, -2.45], [-0.16, 0.84, -0.85], [-0.07, 0.31, -0.29], [-1.46, 0.10, 0.05], [1.06, -0.28, 0.52], [-0.81, -0.01, -0.14], [-0.64, -0.17, 1.44], [-0.03, 0.35, -0.39], [-0.56, -0.54, -1.02], [-1.59, 1.47, -0.79], [0.98, -0.01, -1.15], [0.96, -0.90, 1.49], [1.00, -1.99, -0.62], [0.59, -0.36, -0.21], [0.30, 0.98, 0.16], [0.62, -0.20, -0.34], [1.73, -1.89, 2.05], [1.16, -1.29, 1.15], [0.87, -1.40, -1.08], [-0.14, -1.14, -0.26], [0.40, 0.03, 1.22], [-0.73, 0.22, -0.32], [-0.73, 1.38, -0.78], [1.02, -0.17, 0.50], [0.37, 0.04, 0.40], [1.79, -0.12, -0.01], [-0.35, 2.12, 0.40], [1.08, 0.01, 0.61], [-0.54, -2.36, 1.76], [-0.01, 2.33, -2.65], [1.13, 0.25, 0.29], [1.17, -1.61, 2.43], [1.27, -0.21, 0.67], [-1.98, 0.21, -0.12], [-0.24, 1.30, -0.33], [-0.55, 0.64, -1.13], [0.47, 0.53, -0.22], [0.31, 0.36, -0.27], [-0.17, 0.06, 0.28], [0.10, -0.21, 0.31], [0.33, -0.29, 0.25], [-0.27, 0.16, 0.48], [-0.07, -0.08, -0.34], [-0.29, 0.24, 0.24], [0.11, 0.23, -0.16], [0.23, -0.58, 0.19], [-0.03, -0.24, 0.24], [-0.03, -0.01, 0.56], [-1.10, -0.30, -0.58], [0.13, -0.42, 0.30], [0.25, 1.03, -0.57], [-1.01, -0.22, 0.55], [-1.01, -0.26, 0.05], [-0.20, -0.27, -0.13], [-0.03, -0.16, -0.05], [0.29, -0.11, -0.20], [0.21, -0.10, -0.08], [-0.38, -0.46, -0.26], [-0.10, 0.07, -0.03], [0.10, 0.16, 0.25], [0.20, -0.01, 0.09], [-0.65, 1.25, -0.03], [-0.39, -0.73, 1.21], [-0.56, 0.57, -0.36], [-0.03, 0.27, 0.10], [-0.73, -0.10, 0.63], [0.02, 0.38, 0.06], [0.11, 0.78, 1.18], [0.13, -0.08, -0.08], [-0.53, 0.23, -0.68], [-0.07, -0.53, 0.12], [0.12, -1.03, 0.02], [0.10, -0.08, 0.33], [-0.08, -0.75, 0.18], [0.52, 0.14, 0.11], [-0.11, -0.24, -0.37], [-0.15, 0.36, -0.28], [0.18, 0.10, 0.37], [-0.09, 0.34, -0.12], [0.68, -0.48, 0.29], [-0.03, -0.02, 0.48], [0.03, 0.34, -0.36], [0.13, 0.16, 0.77], [-0.32, -0.04, 0.28], [-0.48, -0.37, -0.21]],
  "fmax_ha_per_bohr": 0.0770,
  "multiplicity": 1,
  "e_above_lowest_ev": 3.3135,
  "homo_ev": -10.472,
  "gap_ev": 10.9,
  "e_lumo_ev": 0.42
}



Entry 2:
{
  "formula": "C24H48O48S12",
  "method": "ωB97M-V/def2-TZVPD",
  "elements": ["S", "S", "S", "S", "S", "S", "S", "S", "S", "S", "S", "S", "O", "O", "O", "O", "O", "O", "O", "O", "O", "O", "O", "O", "O", "O", "O", "O", "O", "O", "O", "O", "O", "O", "O", "O", "O", "O", "O", "O", "O", "O", "O", "O", "O", "O", "O", "O", "O", "O", "O", "O", "O", "O", "O", "O", "O", "O", "O", "O", "C", "C", "C", "C", "C", "C", "C", "C", "C", "C", "C", "C", "C", "C", "C", "C", "C", "C", "C", "C", "C", "C", "C", "C", "H", "H", "H", "H", "H", "H", "H", "H", "H", "H", "H", "H", "H", "H", "H", "H", "H", "H", "H", "H", "H", "H", "H", "H", "H", "H", "H", "H", "H", "H", "H", "H", "H", "H", "H", "H", "H", "H", "H", "H", "H", "H", "H", "H", "H", "H", "H", "H"],
  "xyz": [[-12.26411, -18.47686, 1.04771], [-7.51783, -12.19033, -5.26208], [-14.29731, -14.27282, -6.69348], [-18.83191, -15.20089, -3.43405], [-7.88019, -13.89272, 0.82553], [-11.71342, -12.28214, 2.72609], [-9.38530, -8.40430, -0.82261], [-14.48931, -8.30889, -6.55324], [-12.75648, -13.20086, -3.04164], [-12.63367, -6.73577, -3.00188], [-12.51602, -11.22881, -9.55481], [-8.58623, -8.57139, -8.27007], [-6.71081, -14.59828, 1.16986], [-11.39799, -13.65316, 2.82234], [-11.62518, -17.03684, 0.85781], [-12.71418, -11.42436, -8.16658], [-12.78967, -18.60941, 2.35714], [-8.51255, -9.50860, -7.00636], [-14.00023, -7.10848, -3.03372], [-6.53550, -10.95173, -5.07577], [-11.76246, -12.01377, -2.68021], [-12.23577, -6.21965, -1.54922], [-8.49728, -12.22122, -4.23787], [-20.16377, -15.09161, -3.01866], [-9.68238, -9.09238, -2.01361], [-6.37997, -13.27520, -4.97051], [-12.30219, -14.35064, -2.35996], [-18.11820, -16.42281, -3.35439], [-11.13471, -11.36821, 3.64652], [-14.30848, -8.21111, -8.16761], [-18.62292, -14.64409, -4.93334], [-13.07534, -14.17272, -7.38715], [-14.00480, -15.09954, -5.34193], [-13.69739, -11.86266, -10.43498], [-11.38143, -19.46200, 0.56488], [-14.86289, -7.08306, -5.93798], [-7.53153, -12.55926, 0.04081], [-14.09180, -12.74057, -2.94525], [-13.45088, -18.18839, 0.03293], [-11.48358, -12.33658, -10.03932], [-9.17378, -9.27488, -9.32685], [-12.30493, -13.22780, -4.55366], [-7.96702, -12.30813, -6.59617], [-13.26999, -11.96266, 2.52328], [-15.25774, -15.38646, -7.32318], [-8.82190, -13.60177, 1.85095], [-10.60137, -8.60396, 0.19146], [-12.40972, -5.35969, -3.77030], [-15.90102, -9.05066, -6.79652], [-9.67366, -7.57859, -7.62337], [-13.55560, -9.14248, -5.91434], [-8.64303, -14.59771, -0.38708], [-15.10858, -13.15394, -6.41217], [-9.08937, -7.02439, -0.93439], [-11.73319, -7.72366, -3.43776], [-7.36791, -7.89292, -8.45159], [-8.31532, -9.17254, 0.05094], [-17.97256, -14.05175, -2.73641], [-12.22555, -9.94556, -10.04593], [-11.33735, -11.75853, 1.22765], [-14.76581, -16.29533, -5.24025], [-15.55747, -8.14122, -8.88004], [-9.61326, -9.37613, -6.10726], [-5.11361, -12.69738, -4.61841], [-17.63211, -12.96946, -3.61364], [-13.94781, -16.88946, 0.35988], [-12.24498, -11.87237, -5.00366], [-12.47180, -4.30634, -2.80854], [-12.10604, -13.59710, -10.26433], [-12.68125, -16.05993, 0.67778], [-16.63296, -8.52688, -7.85597], [-10.52574, -8.37560, -6.77824], [-13.58208, -13.26772, -10.53580], [-18.37052, -13.25386, -4.90162], [-10.13761, -8.77162, 1.53882], [-15.86295, -16.12918, -6.25700], [-8.58640, -12.30353, -0.93394], [-11.78850, -4.83652, -1.58627], [-11.73219, -11.07521, -3.78504], [-13.54889, -11.17507, 1.34952], [-8.87168, -13.68221, -1.47809], [-8.62691, -9.05641, 1.43691], [-12.46562, -11.58879, 0.39608], [-5.18387, -11.35808, -5.32979], [-9.16812, -8.96621, -5.19444], [-8.28940, -9.88246, 2.05568], [-12.67675, -15.47138, 1.59536], [-17.31308, -9.27321, -8.25765], [-16.55141, -13.02617, -3.75904], [-13.41138, -10.15798, 1.72022], [-11.99411, -14.15339, -9.33534], [-14.54542, -11.38845, 0.97891], [-17.85946, -12.00136, -3.17669], [-14.42621, -16.44812, -0.50782], [-10.64432, -9.63748, 1.94872], [-10.70984, -4.94158, -1.51036], [-14.58920, -16.97352, 1.23285], [-13.21723, -11.55445, -5.36672], [-14.18873, -17.21768, -5.34090], [-12.36367, -10.21946, -3.54488], [-4.56701, -10.56421, -4.92129], [-12.69370, -12.53389, -0.10342], [-9.90038, -13.82732, -1.80291], [-8.28337, -11.62621, -1.72245], [-13.51765, -4.01801, -2.66149], [-4.33097, -13.34503, -4.99571], [-15.57720, -7.09317, -9.16743], [-15.13855, -16.38458, -4.21674], [-11.17060, -7.78351, -6.13895], [-17.82053, -12.97447, -5.80273], [-12.30011, -10.82036, -0.35645], [-11.56590, -14.20524, -10.98592], [-12.21738, -4.30804, -0.73565], [-5.10531, -12.53011, -3.54150], [-8.21569, -13.98821, -2.29319], [-10.71933, -10.68445, -3.82327], [-19.25389, -12.61708, -5.03400], [-15.50210, -8.82104, -9.72436], [-17.22460, -7.64264, -7.60872], [-13.91844, -13.59016, -11.51996], [-11.50382, -11.80263, -5.79428], [-12.31533, -15.37889, -0.08834], [-16.14675, -17.08394, -6.69596], [-11.18591, -8.88977, -7.48858], [-10.35937, -7.87565, 2.11106], [-12.08627, -3.37868, -3.23324], [-8.10129, -8.18367, 1.83545], [-14.22206, -13.79105, -9.82329], [-9.98517, -10.36558, -5.86196], [-16.76581, -15.64501, -5.89202], [-5.02209, -11.46972, -6.40311], [-9.36639, -11.96947, -0.24807]],
  "atomic_forces_ev_per_a": [[0.43, 0.64, 0.20], [1.02, -0.30, -0.20], [-0.40, -1.99, 1.17], [1.92, 0.74, -0.57], [-0.98, 0.07, -0.14], [0.23, 1.03, -1.68], [-1.07, 0.27, 0.30], [-3.40, 0.49, -1.86], [1.51, 1.17, -0.77], [-1.11, -0.27, 0.20], [0.19, -1.73, -0.48], [-0.87, 0.64, 1.45], [0.68, -0.16, -0.24], [-0.96, -0.31, 0.19], [0.20, -0.33, 0.04], [-0.47, 0.14, 0.52], [-0.39, 0.12, 0.42], [0.81, -0.56, -0.21], [-0.49, 0.46, 0.43], [-0.81, 0.26, 0.05], [-0.20, -0.02, 0.47], [-0.39, 0.05, -0.12], [-0.11, 0.37, 0.65], [-1.30, -0.01, 0.23], [0.26, -1.02, -0.38], [-0.50, -0.66, -0.10], [-0.17, -0.60, 0.20], [-0.10, -0.23, 0.02], [-0.18, 0.18, 0.10], [1.73, -0.08, 1.29], [-0.44, -0.40, 0.34], [0.08, 0.08, -0.57], [0.27, 0.32, -0.17], [-0.62, 0.81, 0.30], [0.10, -0.18, -0.63], [0.84, 0.61, -0.46], [1.09, 0.17, -0.49], [-0.81, -0.08, 0.24], [-0.32, -0.50, -0.38], [1.05, 0.86, -0.54], [-0.62, -0.82, -1.34], [-0.21, -0.73, -0.02], [0.15, -0.14, -0.36], [-0.22, -1.33, 0.87], [0.60, 0.38, -0.47], [-0.05, 0.20, -0.04], [0.16, -0.07, -0.29], [0.35, -0.27, -0.02], [-0.02, -1.53, 1.96], [0.57, 0.31, 0.34], [0.59, -0.59, -0.42], [0.24, 0.02, 0.41], [-0.16, 1.03, 0.27], [0.50, 0.64, 0.45], [1.32, -0.23, -0.57], [0.66, 0.43, 0.07], [0.13, -0.54, -0.31], [-0.41, -0.18, 0.40], [0.15, 0.40, -0.47], [0.97, -0.01, 0.45], [-0.52, -0.43, 1.14], [0.64, 0.71, 0.34], [0.96, 0.76, 0.95], [-0.42, 0.73, -0.11], [1.07, -0.25, -0.24], [0.52, 0.81, 0.10], [0.74, 0.76, -0.13], [-0.23, 1.25, -0.94], [0.08, -0.52, 1.29], [1.04, 0.19, 0.70], [-0.10, 0.75, -1.05], [-1.25, -0.86, -1.45], [-0.09, -1.10, -0.21], [-0.30, 1.59, -1.20], [-0.01, -0.59, 0.02], [-0.55, -0.99, -0.47], [-0.21, -0.69, 1.17], [-0.56, -0.57, 0.79], [-0.49, 0.61, 0.51], [0.54, 0.18, 0.72], [-0.35, -0.69, -0.32], [0.18, 1.59, 1.11], [-0.50, -0.07, -0.42], [0.13, 0.10, -0.10], [-0.23, 0.04, 0.07], [-0.11, -0.57, -0.68], [-0.64, -0.16, 0.10], [0.14, -0.25, 0.22], [-0.02, 0.05, -0.01], [-0.33, 0.27, -0.63], [-0.30, -0.01, 0.05], [-0.10, 0.03, 0.26], [-0.32, -0.14, 0.17], [-0.35, -0.37, -0.02], [-0.19, 0.13, 0.05], [0.15, 0.74, -0.48], [-0.22, 0.12, -0.11], [0.00, 0.06, 0.06], [0.49, 0.42, -0.69], [-0.17, -0.13, -0.06], [0.17, -0.14, 0.02], [-0.06, 0.01, 0.04], [0.00, 0.19, 0.03], [0.15, 0.31, 0.34], [-0.09, -0.61, 0.51], [0.04, -0.10, 0.20], [-0.65, -0.12, -0.48], [-0.27, 0.41, -0.10], [0.52, 0.33, 0.22], [0.57, -0.44, 0.24], [0.39, -0.03, 0.07], [-0.07, 0.68, -0.60], [0.28, -0.26, 0.28], [0.30, -0.31, 0.05], [0.13, 0.25, 0.06], [0.11, -0.40, -0.21], [-0.50, -0.66, 0.57], [0.19, 0.04, -0.04], [0.11, -0.07, 0.49], [0.13, 0.39, -0.16], [-0.24, -0.40, -0.24], [-0.31, -0.33, -0.42], [-0.05, 0.02, 0.05], [-0.12, -0.16, 0.29], [0.06, 0.04, 0.02], [0.73, -0.39, -0.12], [0.14, -0.01, -0.22], [0.02, 0.31, 0.21], [-0.39, 0.06, -0.43], [0.18, 0.27, 0.08], [-0.03, 0.10, -0.01], [-0.60, 0.43, -0.91]],
  "fmax_ha_per_bohr": 0.0759,
  "multiplicity": 1,
  "e_above_lowest_ev": 1.0232,
  "homo_ev": -10.653,
  "gap_ev": 10.7,
  "e_lumo_ev": 0.02
}